Entry 1:
Density functional theory data (ωB97M-V/def2-TZVPD) for an isolated ion of composition C4H9FN and charge +1 in a non-equilibrium geometry.

As for the net charge: +1. The HOMO energy is -14.642 eV. Its multiplicity is 1. The electronic energy comes out at -312.09993 Eh. As for the structure (SMILES): [NH3+]CC1(F)CC1. The value obtained for the frontier orbital gap is 10.80 eV. The calculation puts the energy above the lowest of the compared OMol25 structures with the same formula, charge and spin at 201.2 kJ/mol.

Last column: natural (NBO) charge in e.
Atoms and positions in Å:
H (-1.0181, -0.4382, -1.9616)  0.47
H (1.6832, -0.8168, 0.6811)  0.22
C (-0.8807, -0.3279, 0.1984)  -0.26
H (2.7440, 0.4628, -0.3315)  0.27
H (1.5109, 2.3716, 0.8322)  0.27
H (-1.4481, 0.0262, 0.9902)  0.24
C (0.4570, 0.6216, -0.0670)  0.33
C (1.8824, 0.2034, 0.2812)  -0.43
N (-1.6570, -0.3752, -1.1203)  -0.70
H (-0.3869, -1.2999, 0.5396)  0.25
F (0.2792, 1.2422, -1.3180)  -0.37
C (1.1744, 1.2911, 1.0419)  -0.47
H (0.8775, 1.2998, 2.0838)  0.25
H (-2.0650, 0.5695, -1.2049)  0.47
H (-2.1675, -1.2551, -1.1176)  0.46


Entry 2:
Density functional theory data (ωB97M-V/def2-TZVPD) for one molecule with the formula C18H32O2.

As for the net charge: 0. The HOMO energy is -9.046 eV. Its multiplicity is 1. The electronic energy comes out at -855.53633 Eh. As for the structure (SMILES): CCCCC/C=C\C/C=C\CCCCCCCC(=O)O. The value obtained for the frontier orbital gap is 9.85 eV. The calculation puts the energy above the lowest of the compared OMol25 structures with the same formula, charge and spin at 30.3 kJ/mol.

Last column: natural (NBO) charge in e.
Atoms and positions in Å:
H (3.1903, -0.8028, -0.2183)  0.20
H (-1.3926, 1.6138, -1.4175)  0.20
C (2.4065, -0.7190, 0.5387)  -0.38
C (-1.3720, 3.7443, -1.1940)  -0.40
H (3.5047, -1.6214, 4.4509)  0.23
H (1.7998, -0.1904, 3.1728)  0.20
H (-0.0380, -0.4642, -3.9518)  0.20
H (-4.0156, -0.6931, -3.3356)  0.22
H (1.1984, -2.3501, -0.1717)  0.20
H (2.2816, 0.3428, 0.7653)  0.19
C (2.4300, -3.4290, 4.1552)  0.80
H (-4.3892, 1.6233, -3.9497)  0.20
C (-3.3261, 0.0330, -2.8901)  -0.50
H (0.2853, -1.0885, 0.6550)  0.20
H (1.8678, -1.6465, 5.1112)  0.24
C (-3.9376, 1.3998, -2.9910)  -0.16
C (-3.3266, 2.1984, -0.6841)  -0.45
H (-1.3908, 2.1626, 0.2640)  0.19
C (1.1056, -1.2695, -0.0415)  -0.39
H (3.3226, -4.9657, 4.8581)  0.50
H (-1.7718, 4.4985, -0.5112)  0.19
H (3.8641, -1.0966, 2.0667)  0.20
H (0.5422, 3.1254, -1.9482)  0.20
H (-3.7459, 2.9587, -0.0221)  0.21
H (-0.4573, -2.2321, -2.1078)  0.21
C (2.8675, -1.4561, 1.7959)  -0.39
O (3.3842, -3.9985, 4.9070)  -0.69
H (-4.4008, 3.2844, -2.2628)  0.20
H (0.5704, 3.6715, -0.2705)  0.19
H (-3.1670, -0.2456, -1.8505)  0.21
H (2.9455, -2.5231, 1.5780)  0.20
C (1.9309, -1.2580, 2.9860)  -0.40
H (-1.3480, -0.9918, -1.2288)  0.20
H (-2.1070, 0.4198, -4.6531)  0.20
H (0.2124, 6.0230, -1.0318)  0.20
C (0.5804, 5.2619, -1.7169)  -0.60
H (1.5748, -0.8172, -2.0936)  0.19
H (1.6650, 5.3325, -1.7578)  0.21
H (-3.5641, 1.2200, -0.2594)  0.21
C (-3.9393, 2.3295, -2.0474)  -0.19
C (-0.8751, -0.5058, -3.2647)  -0.18
O (1.6426, -4.0765, 3.5208)  -0.60
H (0.9568, -1.6936, 2.7638)  0.22
H (-1.7898, 3.9354, -2.1847)  0.20
C (0.7682, -0.6230, -1.3823)  -0.38
C (0.1477, 3.8751, -1.2578)  -0.39
C (-1.8013, 2.3554, -0.7308)  -0.37
C (-0.5497, -1.1518, -1.9541)  -0.44
C (-2.0376, -0.0105, -3.6614)  -0.16
H (0.1848, 5.4746, -2.7077)  0.20
C (2.4772, -1.9250, 4.2469)  -0.51
H (0.6968, 0.4595, -1.2513)  0.20


Entry 3:
Density functional theory data (ωB97M-V/def2-TZVPD) for C12H28BeCl6Cs2FN2O9S2 as an isolated structure in a non-equilibrium geometry.

As for the net charge: +1. The HOMO energy is -5.205 eV. Its multiplicity is 1. The electronic energy comes out at -4972.35603 Eh. The value obtained for the frontier orbital gap is 1.59 eV. The calculation puts the energy above the lowest of the compared OMol25 structures with the same formula, charge and spin at 0.0 kJ/mol.

Last column: Löwdin charge in e.
Atoms and positions in Å:
H (-2.1487, 8.1047, -1.9036)  -0.30
H (-2.1945, -7.4834, 4.0454)  0.10
H (-0.6486, 2.0612, -1.4332)  0.12
H (-0.2958, -0.9825, -4.7885)  0.09
Cs (-3.8727, -1.7113, 4.2932)  1.46
C (-0.6724, 0.0108, 2.8046)  -0.24
H (-1.5027, -0.3582, 3.4070)  -0.02
H (-0.9493, -5.9730, 5.4779)  0.17
S (0.5152, -1.3196, 2.5033)  0.85
C (0.1497, -1.8594, -2.8605)  -0.51
S (3.5303, 3.5871, -0.8316)  0.61
C (-2.7478, -6.9278, 4.8018)  0.00
H (3.2928, 0.7755, -0.2793)  0.10
H (1.1143, 0.9602, -0.5860)  0.10
H (1.5539, -3.4906, -2.6619)  0.07
Cl (-0.7510, 4.8849, -5.3594)  0.53
H (-2.3140, -5.2468, 7.3018)  0.16
Cl (1.0856, 7.1102, -5.5609)  0.41
Cl (1.2798, 9.0105, -7.3032)  0.04
O (-1.9252, -4.7296, 4.1535)  0.12
H (1.9521, 1.6395, -1.9743)  0.11
C (-1.8949, -3.5118, 4.7295)  -0.72
H (-0.1666, 0.8080, 3.3470)  0.06
H (1.4364, -2.8515, -4.2936)  0.09
H (-3.7043, -6.6535, 4.3531)  0.10
H (-0.0466, -3.2546, 1.2252)  0.06
H (-1.3144, -0.3979, -3.4839)  0.08
O (-2.7549, 8.0941, -1.1616)  -0.65
Cs (4.9154, 5.9263, -0.8818)  1.55
C (-0.6022, -2.3773, 1.5533)  -0.24
C (0.4099, 5.8832, -4.4708)  -1.99
O (4.6365, 3.7397, 0.1436)  -0.60
C (-1.9749, -5.7004, 5.2197)  -0.30
H (-1.5871, -2.0177, -4.1508)  0.08
H (0.1284, -3.8807, -3.6547)  -0.09
H (-1.4329, -2.6868, 2.1904)  0.02
H (-2.9279, -7.5855, 5.6516)  0.11
H (0.1713, 3.4578, 0.4964)  0.08
H (2.8157, 1.1015, 1.2854)  0.08
H (-0.3881, -2.1157, -1.9441)  0.11
Cl (2.8114, 9.8794, -6.0278)  0.05
O (1.1181, -0.8706, -2.5105)  -0.06
Be (-0.8711, -5.1601, -2.3589)  0.29
H (-0.9716, -1.8348, 0.6811)  0.06
C (0.2082, 2.7591, -1.3516)  -0.24
Cl (1.7164, 4.8477, -3.8341)  0.52
C (0.8539, -3.0931, -3.3999)  -0.15
O (-1.6706, -2.4905, 4.1430)  -0.34
C (-0.8222, -1.2874, -3.8803)  -0.05
Cl (-0.3903, 6.6581, -3.1083)  0.61
N (2.4010, 2.5287, -0.0441)  -0.24
O (-0.1078, 3.7314, -0.3841)  -0.05
O (1.5257, -0.7906, 1.5473)  -0.54
C (-2.6257, -4.9160, 6.3145)  -0.07
O (4.1275, 3.0114, -2.0295)  -0.27
C (1.4683, 1.9030, -1.0202)  -0.18
F (2.8480, 5.1085, -1.1060)  -0.61
H (-1.0391, 0.3987, 1.8525)  0.07
H (-3.7176, -4.9200, 6.2672)  0.15
H (1.6024, -0.6335, -3.3100)  0.09
N (3.2231, 1.4885, 0.4413)  0.04
H (0.3069, 3.2216, -2.3407)  0.06
O (-2.1647, -3.5793, 6.0590)  0.04


Entry 4:
Density functional theory data (ωB97M-V/def2-TZVPD) for C33H23N4O4P2Se2Ti as an isolated structure.

As for the net charge: -1. The HOMO energy (spin up / spin down) is -3.590 / -5.602 eV. Its multiplicity is 3. The electronic energy comes out at -8126.63423 Eh. The value obtained for the frontier orbital gap (spin up / spin down) is 5.74 / 7.75 eV. The calculation puts the energy above the lowest of the compared OMol25 structures with the same formula, charge and spin at 0.0 kJ/mol.

Last column: Löwdin spin population.
Atoms and positions in Å:
H (3.5032, -3.4099, 1.2796)  0.00
H (5.2695, -1.8898, -1.7080)  0.00
O (-2.7574, 3.8006, -3.0814)  0.01
H (-0.9000, -0.2453, -4.5867)  0.00
C (-3.2446, 3.0087, -2.2970)  0.01
C (-0.0658, -2.5720, 2.4880)  0.00
H (-0.3075, -2.5475, -5.2986)  0.00
C (-0.5099, 0.5410, 0.3261)  0.00
C (2.0587, -0.3497, 4.1951)  0.00
H (2.7652, -4.1013, 3.5392)  0.00
C (-0.3624, -2.3012, -4.2457)  0.00
P (-0.8022, -1.2305, 0.1857)  0.01
H (4.4141, -0.6916, 0.2593)  0.00
C (1.6360, -2.4865, 0.7907)  0.00
H (1.9610, -2.1970, -0.1966)  0.00
C (1.7317, 0.1993, 2.9629)  0.00
C (0.3520, -2.1699, 1.2212)  0.00
C (0.5409, 1.4665, 0.4337)  0.00
O (-5.4339, 0.3089, 0.4856)  0.02
H (5.4298, -0.1139, 4.0173)  0.00
C (-0.7676, -0.6949, -2.5046)  0.01
C (4.3919, -0.0385, 3.7183)  0.00
C (-0.0732, -3.2657, -3.2936)  0.00
C (0.8026, -3.2631, 3.3179)  0.00
H (-4.5887, 5.4876, -1.9565)  0.00
N (-1.6422, 1.2803, 0.3802)  0.01
Ti (-3.6028, 0.7063, -0.4863)  1.75
C (-6.0132, 4.8779, -0.4296)  0.03
Se (3.3039, 3.3036, 0.3662)  0.00
C (-0.7023, -1.0130, -3.8497)  0.00
C (-4.9314, 4.7092, -1.2898)  0.00
C (2.7344, 0.6291, 2.1001)  0.00
H (1.2693, -0.6742, 4.8607)  0.00
C (-0.5006, -1.6748, -1.5435)  0.00
H (-1.0719, -2.3395, 2.8136)  0.00
C (-0.1390, -2.9554, -1.9423)  0.00
H (2.3849, 0.0939, -4.1726)  0.00
C (2.0872, -3.5650, 2.8875)  0.00
C (-5.7690, 2.6223, 0.2854)  0.03
H (4.8434, 0.9419, 1.8642)  0.00
C (2.8995, 0.3707, -0.8365)  0.00
Se (-2.8249, -1.6779, 0.7282)  0.02
N (-0.0230, 2.6872, 0.5575)  0.00
H (3.6398, -0.9119, 5.5292)  0.00
C (4.4472, -1.1939, -1.8190)  0.00
H (0.6925, 0.3053, 2.6806)  0.00
C (3.9667, -0.5148, -0.7102)  0.00
C (4.0672, 0.5307, 2.4981)  0.00
H (-6.5302, 5.8290, -0.3948)  0.00
C (2.3408, 0.5917, -2.0930)  0.00
C (-4.3002, 3.4794, -1.3044)  0.03
H (-0.9616, 0.3376, -2.2128)  0.00
H (0.1989, -4.2678, -3.5993)  0.00
H (4.2528, -1.5086, -3.9337)  0.00
N (-4.6926, 2.5068, -0.4838)  0.01
H (0.4731, -3.5671, 4.3032)  0.00
C (-6.1666, 1.2874, 0.9060)  0.01
P (2.3403, 1.4446, 0.5205)  0.00
C (3.3865, -0.4811, 4.5686)  0.00
O (-3.0436, 1.7322, -2.2287)  0.03
H (-7.3435, 3.8831, 0.9750)  0.00
O (-7.1232, 1.2411, 1.6620)  0.01
C (-6.4664, 3.8148, 0.3474)  -0.01
N (-1.3203, 2.5574, 0.5028)  0.01
H (0.0575, -3.7250, -1.2074)  0.00
C (3.8781, -0.9785, -3.0670)  0.00
H (1.5284, 1.3006, -2.2039)  0.00
C (2.8306, -0.0805, -3.2026)  0.00
C (2.5020, -3.1792, 1.6217)  0.00


Entry 5:
Density functional theory data (ωB97M-V/def2-TZVPD) for a 8-piece molecular cluster, C24H34Cl4F2O18 overall in a non-equilibrium geometry.

As for the net charge: 0. The HOMO energy is -10.477 eV. Its multiplicity is 1. The electronic energy comes out at -4329.83423 Eh. As for the structure (SMILES): O=C1OC[C@@H](F)O1.O=C1OC[C@@H](F)O1.C[C@H]1COC(=O)O1.C[C@H]1COC(=O)O1.C[C@H]1COC(=O)O1.C[C@H]1COC(=O)O1.ClCCl.ClCCl. The value obtained for the frontier orbital gap is 10.41 eV. The calculation puts the energy above the lowest of the compared OMol25 structures with the same formula, charge and spin at 0.0 kJ/mol.

Last column: Löwdin charge in e.
Atoms and positions in Å:
C (0.3287, 2.1606, 0.1600)  -0.23
H (8.7656, 5.4226, 0.3725)  0.10
H (8.7639, 2.7285, -1.2010)  0.14
O (5.1926, 10.4170, 1.2216)  0.09
C (9.1080, 3.4277, -0.4367)  -0.07
C (8.6158, 4.8572, -0.5494)  -0.34
H (3.4180, 6.8936, 2.0999)  0.09
C (4.2965, 8.7580, -2.5368)  -0.02
O (9.5420, 5.4622, -1.4615)  0.09
H (5.1606, 11.7947, 2.7010)  0.14
C (4.0429, 1.9719, 3.4114)  -0.02
O (1.0772, 1.0421, 0.6033)  0.13
H (0.4429, 2.2801, -0.9206)  0.17
C (6.7301, 0.8633, 5.2551)  -0.57
Cl (1.2101, 8.3591, 3.3625)  0.61
H (5.3327, 9.2196, 5.3763)  0.08
C (5.5851, 9.9013, 4.5698)  0.00
F (0.8272, 3.3572, 0.7487)  -0.03
H (2.2108, 8.4232, -2.7078)  0.15
H (-1.0164, 7.6702, 3.3282)  0.02
O (11.7328, 5.0807, -1.8131)  0.19
O (4.9990, 8.6354, 2.5104)  0.05
H (6.9421, 4.6634, -1.9155)  0.09
H (3.9005, -0.1749, 5.7991)  0.13
C (9.7594, 6.8403, 2.5889)  -1.02
O (6.8680, 5.4377, 2.5864)  0.14
O (5.2075, 5.9275, 4.0849)  0.12
O (0.8300, -0.4922, 2.1868)  0.22
O (2.6086, 9.8934, -1.2751)  0.12
C (4.6465, 9.7518, 3.3814)  -0.28
C (7.1801, 5.1071, -0.9522)  -0.01
C (-1.0715, 1.8481, 0.6871)  -0.04
H (3.5346, 11.2209, 2.2231)  0.12
O (7.9015, 0.8948, 5.4215)  0.17
C (5.3149, 9.0926, 1.2792)  -0.60
O (1.7760, 10.5071, 0.7025)  0.15
H (4.4760, 7.8841, -3.1662)  0.10
H (3.6637, 9.4259, 3.7368)  0.10
H (2.1181, 6.8420, -1.0668)  0.13
H (-1.6524, 1.4152, -0.1299)  0.14
C (3.4728, 5.9067, 2.5554)  -0.06
F (3.3594, 4.7587, 4.6451)  0.06
C (4.5909, 1.5395, 4.7310)  -0.30
H (9.6097, 6.9672, 3.6551)  0.04
C (2.9329, 8.6606, -1.9238)  -0.30
C (4.5669, 10.9349, 2.4077)  -0.05
Cl (-0.1095, 6.0624, 1.8834)  0.57
O (-0.8176, 0.9041, 1.7327)  0.10
C (2.8158, 7.6318, -0.7884)  -0.08
H (4.4651, 9.6477, -3.1453)  0.09
Cl (11.4348, 7.0304, 2.0523)  0.53
C (3.7859, 5.9152, 4.0497)  -0.29
C (2.1653, 9.6790, -0.0439)  -0.59
H (4.2573, 1.3079, 2.5793)  0.10
H (-1.5540, 2.7510, 1.0451)  0.14
H (2.6308, 5.2813, 2.2797)  0.10
C (5.7101, 5.5224, 2.8775)  -0.53
H (3.4375, 6.7735, 4.6154)  0.14
H (8.9755, 3.0549, 0.5748)  0.14
H (4.0962, 2.0693, 5.5443)  0.15
O (5.9663, -0.2369, 5.4211)  0.07
O (4.6879, 5.2828, 2.0185)  0.04
O (5.9847, 1.9243, 4.8706)  0.08
H (9.4579, 5.8178, 2.3849)  0.00
O (2.1097, 8.3468, 0.2406)  0.00
H (4.3237, 2.9824, 3.1424)  0.06
H (-0.4852, 8.3569, 1.7873)  0.02
O (5.6708, 8.4055, 0.3903)  0.13
C (-0.2297, 7.6754, 2.5875)  -0.97
H (4.3663, -0.5441, 4.1169)  0.13
O (10.5060, 3.5955, -0.7349)  0.05
H (6.6329, 9.8961, 4.2847)  0.09
H (6.5133, 4.7049, -0.1823)  0.08
H (5.0740, 8.8175, -1.7739)  0.07
H (7.0208, 6.1828, -0.8534)  0.08
H (5.3473, 10.8960, 4.9757)  0.09
C (4.6278, 0.0182, 5.0122)  -0.08
Cl (8.6977, 7.9431, 1.7057)  0.57
H (3.7619, 7.2107, -0.4572)  0.12
C (10.7035, 4.7782, -1.3744)  -0.60
H (2.9585, 2.0011, 3.5699)  0.10
C (0.4014, 0.3965, 1.5890)  -0.61


Entry 6:
Density functional theory data (ωB97M-V/def2-TZVPD) for a 2-piece molecular cluster, C3H9NO2 overall in a non-equilibrium geometry.

As for the net charge: 0. The HOMO energy is -9.131 eV. Its multiplicity is 1. The electronic energy comes out at -324.88222 Eh. As for the structure (SMILES): NCCC=O.O. The value obtained for the frontier orbital gap is 10.03 eV. The calculation puts the energy above the lowest of the compared OMol25 structures with the same formula, charge and spin at 237.3 kJ/mol.

Last column: natural (NBO) charge in e.
Atoms and positions in Å:
H (3.2719, 2.1734, -1.2746)  0.48
H (-0.3931, -1.8176, -0.7648)  0.11
H (0.0862, -1.6187, 2.3854)  0.38
O (3.5012, 2.6794, -0.4816)  -0.95
O (0.1670, -0.0841, -1.5930)  -0.53
H (-2.7701, -0.8274, -0.3813)  0.22
N (-0.5317, -1.5149, 1.5739)  -0.86
H (-2.3010, -0.3475, 2.0379)  0.18
H (4.1926, 2.2247, 0.0104)  0.47
C (-0.6465, -0.7376, -0.9975)  0.44
H (-0.9672, -2.4242, 1.6781)  0.36
C (-1.8485, -0.2640, -0.2533)  -0.52
C (-1.4211, -0.4278, 1.4111)  -0.19
H (-2.0111, 0.8080, -0.4095)  0.22
H (-0.9954, 0.5753, 1.4389)  0.20